Here is a structure of composition C5H10HgO3 at a distorted geometry from OMol25. Energies are from ωB97M-V with the def2-TZVPD basis set.

Results
Net charge ... +1
Kohn-Sham gap (alpha / beta) ... 0.3077 / 0.2549 Eh
Energy above the lowest of the compared OMol25 structures with the same formula, charge and spin ... 0.342 eV
E ... -15652.052 eV
E_HOMO (alpha / beta) ... -12.48 / -12.62 eV
LUMO (alpha / beta) ... -0.151 / -0.209 Ha
Largest force on an atom ... 5.40 eV Å⁻¹
2S+1 ... 2

Last column: Löwdin charge in e.
Element x y z (Å)
H 1.4701 -0.6249 2.6515  0.152
H -1.5089 2.3697 0.4146  0.152
C 1.8904 -2.4688 0.9158  -0.055
H 2.2117 -2.8806 -0.0463  0.096
C 0.4892 0.8771 1.4820  -0.085
O -0.0902 0.8599 0.1660  -0.242
H 1.4134 1.4617 1.4071  0.154
H 2.7579 -2.3504 1.5786  0.109
Hg 0.5177 -0.6957 -1.1918  1.119
C -1.4211 1.3752 -1.6062  -0.181
O -0.6471 0.6546 -2.2925  -0.171
O 1.3089 -1.1912 0.6585  -0.426
H -0.7288 -1.8857 -1.4125  -0.004
C -1.0004 1.7066 -0.2854  -0.026
H -0.1695 -1.0928 2.0982  0.152
H 1.1491 -3.1366 1.3771  0.112
C 0.7576 -0.5713 1.8168  -0.158
H -2.1998 1.9844 -2.0832  0.147
H -0.1956 1.3344 2.2040  0.152



Here is a cluster of 2 separate species, C4H8N2O in total at a distorted geometry from OMol25. Energies are from ωB97M-V with the def2-TZVPD basis set.

Results
Kohn-Sham gap ... 0.3265 Eh
Energy above the lowest of the compared OMol25 structures with the same formula, charge and spin ... 4.290 eV
E ... -9302.103 eV
E_HOMO ... -9.22 eV
LUMO ... -0.012 Ha
Largest force on an atom ... 5.68 eV Å⁻¹
2S+1 ... 1

Last column: Löwdin charge in e.
Element x y z (Å)
H 1.6570 -0.7107 -0.4546  0.048
H -0.2566 2.3563 0.3400  0.128
N -0.6957 1.8285 -0.4610  0.121
C 0.0976 -0.1487 0.8127  -0.167
C 0.9642 -1.2241 0.2105  -0.116
H 0.3690 -1.8816 -0.3698  0.077
N 1.5472 0.8342 -2.8922  -0.081
O -1.6147 -0.3721 -0.9235  0.043
H -0.5877 2.3004 -1.3714  0.112
H -2.1061 0.0106 -1.6729  0.133
H 1.4638 -1.7763 0.9026  0.049
H 0.7983 0.6735 1.1669  0.150
C -0.6373 0.4119 -0.3061  -0.356
H -0.4633 -0.7652 1.5298  0.144
C 0.7968 0.2727 -2.2175  -0.287



Here is a structure of composition C39H69Br10CuN12O3Sr at a distorted geometry from OMol25. Energies are from ωB97M-V with the def2-TZVPD basis set.

Results
Net charge ... +1
Kohn-Sham gap (alpha / beta) ... 0.2864 / 0.2320 Eh
E ... -811478.327 eV
E_HOMO (alpha / beta) ... -9.83 / -9.75 eV
LUMO (alpha / beta) ... -0.075 / -0.126 Ha
Largest force on an atom ... 4.55 eV Å⁻¹
2S+1 ... 2

Last column: Löwdin charge in e.
Element x y z (Å)
C 2.0257 1.7966 -4.9015  -0.281
H 0.7314 -1.5532 3.6505  0.017
C -1.8645 -2.0083 -3.3812  -0.083
H 4.2273 4.8860 3.2500  0.093
H -5.2857 3.0500 -2.6341  0.095
C -2.4212 5.7666 -0.5447  -0.220
H 5.2526 3.8267 -5.6076  0.086
H -0.6263 -6.5933 -0.5464  0.083
H -2.9029 -2.2612 -3.5955  0.035
H -3.8682 6.2321 0.8385  0.051
H 3.3741 -1.5501 -3.7466  0.079
N 3.8910 -4.1740 -5.3979  0.139
H -5.3873 1.1985 -2.8270  0.058
C -5.6210 2.0586 2.4050  -0.702
H -0.3707 -0.0406 -1.1730  0.080
H -0.8274 2.3265 5.7142  0.032
C 1.3563 -0.9785 -0.6215  -0.077
H 0.9328 5.6435 0.0780  0.031
H -3.8413 7.4421 -0.5258  0.087
N 4.2184 0.5796 -1.5706  0.165
H -4.3784 -3.5610 6.0600  0.087
N -0.5123 -7.3030 -4.0473  0.125
H 1.3336 2.1902 -5.6459  0.060
N 3.9553 2.8886 0.6695  0.174
H -6.6348 1.6585 2.4189  0.061
O 0.8911 1.5654 -0.6749  -0.385
Br 6.3520 -6.9012 -2.7946  0.607
H -5.3776 2.5857 3.3275  0.024
C 5.9184 3.9540 -4.7540  -0.043
H 0.6933 -5.9167 0.4051  -0.001
C -1.4351 0.3587 4.9214  -0.709
C 0.4788 -5.1225 -1.5514  -0.297
H 6.2790 4.9787 -4.8429  0.087
C -4.7862 -2.7942 -0.1579  -0.568
H 5.6554 -0.1585 1.1906  0.087
C -0.2635 3.6025 1.8386  -0.083
C -3.7584 1.9319 -1.6871  -0.300
H 5.4828 -1.6987 0.3071  0.053
H -4.1061 -4.5102 4.5339  0.066
N -1.4510 0.5997 -3.7889  0.111
Sr -0.4501 2.9925 -2.5094  1.382
C -3.3764 -3.4599 -0.1116  -0.653
H -4.9736 -2.2740 0.7815  -0.019
H -4.2238 5.9095 4.8497  0.092
Br 3.4686 -4.2112 -0.0717  0.668
Br -2.7350 -0.1395 6.2462  0.670
H -1.2651 -2.6474 -4.0295  0.068
N -1.3463 5.9545 2.5823  0.126
C 1.6441 -1.8383 3.1273  -0.686
H 1.1463 6.5918 -1.3316  0.059
C -0.1204 -6.4686 -4.7531  -0.276
H -2.6646 7.4502 0.7672  0.073
H -1.6155 -2.2732 -2.3537  0.053
H -5.8771 2.2029 -1.4345  0.028
N -2.8861 3.1350 4.2743  0.199
C 3.3425 -3.3129 -4.7954  -0.279
C 4.8530 -5.7661 -2.1888  -0.673
H 3.9256 -6.2796 -2.4426  0.043
C 1.6129 5.7885 -0.7614  -0.281
C 5.3039 3.6918 -3.4411  -0.157
H 0.3249 0.5905 1.5944  0.040
H -0.2889 3.5178 0.7522  0.044
C -3.9162 -3.5821 5.0731  -0.087
H -4.8169 0.6706 0.9148  0.023
Br -5.5859 3.3909 1.0683  0.765
H 0.7391 -1.8437 -0.3796  0.019
H -3.6761 1.3736 2.0853  0.039
H -0.9272 -0.5737 4.6751  0.006
C 2.6268 -2.2334 -4.1500  -0.085
H 2.2252 -0.9650 0.0365  0.059
Br -4.7115 -1.4131 -1.6195  0.687
N -1.7851 4.9646 -1.0282  0.119
C -1.6260 -0.5442 -3.6366  -0.201
H 3.0243 2.0260 -5.2735  0.050
H 1.9508 0.7092 -4.8933  0.043
C 3.8108 3.4072 1.7036  -0.195
C -4.7231 5.0111 4.4868  -0.048
H 2.6020 4.3685 3.1831  0.063
C -3.7026 3.9549 4.3808  -0.243
H -0.5776 -0.9179 1.1405  0.025
H 3.7266 3.2899 3.8198  0.064
C 5.7177 -0.6384 0.2139  -0.035
C 1.6238 -3.3415 2.8824  -0.579
H -1.8906 0.7784 4.0245  0.014
H 1.4739 -3.9742 3.7573  0.061
H -5.4435 4.6676 5.2293  0.092
C -3.2597 6.7952 0.1309  -0.045
Br 1.1460 1.6109 4.3230  0.688
H 1.9304 -2.5572 -3.3765  0.022
H 1.8322 -1.1874 2.2734  0.026
O 1.6372 4.5276 -1.3762  -0.476
H -3.0386 -4.0302 -0.9769  0.048
H 2.5503 -3.5761 2.3583  -0.031
Cu 2.7453 2.6042 -1.5896  0.590
H 5.7698 -5.2494 -0.1760  0.043
H -2.5616 -2.7828 0.1446  0.019
C -0.8721 4.9182 2.2623  -0.238
C 0.3616 -5.4109 -5.6580  -0.071
H -4.3601 -2.7151 4.5840  -0.028
C -4.6803 0.9706 1.9537  -0.635
Br 0.0071 -3.6925 1.6987  0.644
C -0.3306 0.1084 0.8691  -0.077
H 0.0587 0.9148 6.4253  0.049
C 3.6184 4.0138 3.0121  -0.071
H -0.3629 -4.9023 -6.2940  0.083
H 1.0806 -7.0478 -0.8266  0.089
C -5.1255 2.0585 -2.2106  -0.091
N -1.3766 -3.0071 5.5534  0.127
C 4.8354 -5.5958 -0.6176  -0.571
Br -4.8630 -0.6643 3.0976  0.689
N -2.6671 1.9109 -1.3098  0.111
H 4.5830 -6.5274 -0.1111  0.054
H 1.1303 -5.9101 -6.2479  0.084
H 2.0184 -1.7971 -4.9421  0.080
C -2.4980 -3.3050 5.3632  -0.294
H 0.7998 3.5634 2.0751  0.030
C 4.8273 -0.0128 -0.7729  -0.215
H 6.7793 3.3152 -4.9515  0.088
H -5.1884 5.1930 3.5181  0.052
H 2.5587 6.1697 -0.3763  0.064
H 0.8815 -4.6439 -5.0840  0.032
H 6.7368 -0.4715 -0.1349  0.091
C 0.3995 -6.2283 -0.5972  -0.107
N 0.6179 -4.2418 -2.3157  0.162
C -0.3869 1.3468 5.5292  -0.617
H -0.7489 2.8252 2.4286  0.028
N 4.7330 3.4738 -2.4415  0.164
H 1.5407 -1.0609 -1.6927  0.061
H 4.8096 -4.8307 -2.7466  0.022
H -5.6556 -3.4123 -0.3820  0.061
Br -3.3158 -4.7739 1.3704  0.600
C 0.4196 0.2129 -0.4665  -0.537
Br 3.1623 -1.4888 4.3513  0.590
H -1.3195 0.5621 0.9341  0.053
O 1.7731 2.2931 -3.6174  -0.540



Here is a structure of composition C14H30GeO4Pd from OMol25. Energies are from ωB97M-V with the def2-TZVPD basis set.

Results
Net charge ... +1
Kohn-Sham gap (alpha / beta) ... 0.2780 / 0.2354 Eh
Energy above the lowest of the compared OMol25 structures with the same formula, charge and spin ... 0.000 eV
E ... -83183.928 eV
E_HOMO (alpha / beta) ... -12.20 / -12.12 eV
LUMO (alpha / beta) ... -0.171 / -0.210 Ha
Largest force on an atom ... 0.60 eV Å⁻¹
2S+1 ... 2

Last column: Löwdin charge in e.
Element x y z (Å)
H 0.8041 -2.6791 0.9057  0.088
Ge 1.8178 -0.1815 -1.5385  1.093
O 1.6752 -0.2091 0.4335  -0.423
H 4.1497 -1.2203 -0.0361  0.084
H -0.6433 3.5018 -2.0276  0.088
H 3.0096 3.8228 -1.1783  0.101
H 0.7619 -1.9712 -3.7709  0.086
H 3.1952 2.1639 -0.6169  0.075
C -2.0609 -0.6238 -2.2981  -0.036
H -0.3257 -3.6171 -2.1820  0.092
C 2.3700 -1.2190 1.2209  -0.671
H 0.1257 -0.3104 -3.8887  0.080
C -1.6147 -0.2534 1.6237  -0.347
H -1.9254 -3.3286 -2.8791  0.097
H -1.5014 -2.0822 2.6226  0.107
C -0.1374 -1.3563 -3.7157  -0.056
H 2.2793 0.0792 2.9457  0.084
H -0.3015 3.0286 0.4220  0.079
H 3.9707 -2.6242 1.0106  0.101
C 3.4259 -1.9238 0.3776  -0.074
H 0.7029 3.3256 -3.1626  0.092
C 2.6698 2.7989 -1.3355  -0.059
H -0.7936 -0.7114 3.4851  0.101
C 1.1618 2.7151 -1.1452  -0.686
C 0.7851 3.0831 0.2865  -0.046
C -0.8385 -1.5287 -2.3746  -0.672
C -1.6377 -1.0297 2.8734  -0.001
C -1.2112 -2.9837 -2.1310  -0.023
H -2.7554 -0.8722 -3.1013  0.102
H 3.5385 -1.1592 3.0430  0.097
H 1.0824 4.1071 0.5158  0.101
H -1.6666 -3.1001 -1.1461  0.084
H -1.7769 0.4253 -2.4096  0.084
H -2.5970 -0.7631 -1.3558  0.071
C 3.0283 -0.4688 2.3707  -0.022
H 1.8812 -3.0342 2.2690  0.103
Pd -0.3767 0.2535 0.2069  1.129
O 0.0898 -1.1631 -1.3185  -0.399
H -2.5782 -0.8762 3.3996  0.111
H 1.2896 2.4230 0.9984  0.073
H -0.8042 -1.6687 -4.5197  0.102
C 1.3648 -2.2380 1.7326  -0.030
H 0.7006 4.6520 -1.9920  0.096
H 3.7585 0.2454 1.9906  0.092
C 0.4362 3.6050 -2.1435  -0.024
H 2.9784 -2.4978 -0.4365  0.075
H 0.6790 -1.7653 2.4349  0.042
O -2.3922 0.4628 1.0690  0.107
H 2.9535 2.5061 -2.3478  0.087
O 0.7052 1.3636 -1.3945  -0.434



> E of number 2 (C4H8N2O)?

-9302.103 eV



> Among the records above, which one has the highest E?

C4H8N2O



Copy entry 4 word for word.
Here is a structure of composition C14H30GeO4Pd from OMol25. Energies are from ωB97M-V with the def2-TZVPD basis set.

Results
Net charge ... +1
Kohn-Sham gap (alpha / beta) ... 0.2780 / 0.2354 Eh
Energy above the lowest of the compared OMol25 structures with the same formula, charge and spin ... 0.000 eV
E ... -83183.928 eV
E_HOMO (alpha / beta) ... -12.20 / -12.12 eV
LUMO (alpha / beta) ... -0.171 / -0.210 Ha
Largest force on an atom ... 0.60 eV Å⁻¹
2S+1 ... 2

Last column: Löwdin charge in e.
Element x y z (Å)
H 0.8041 -2.6791 0.9057  0.088
Ge 1.8178 -0.1815 -1.5385  1.093
O 1.6752 -0.2091 0.4335  -0.423
H 4.1497 -1.2203 -0.0361  0.084
H -0.6433 3.5018 -2.0276  0.088
H 3.0096 3.8228 -1.1783  0.101
H 0.7619 -1.9712 -3.7709  0.086
H 3.1952 2.1639 -0.6169  0.075
C -2.0609 -0.6238 -2.2981  -0.036
H -0.3257 -3.6171 -2.1820  0.092
C 2.3700 -1.2190 1.2209  -0.671
H 0.1257 -0.3104 -3.8887  0.080
C -1.6147 -0.2534 1.6237  -0.347
H -1.9254 -3.3286 -2.8791  0.097
H -1.5014 -2.0822 2.6226  0.107
C -0.1374 -1.3563 -3.7157  -0.056
H 2.2793 0.0792 2.9457  0.084
H -0.3015 3.0286 0.4220  0.079
H 3.9707 -2.6242 1.0106  0.101
C 3.4259 -1.9238 0.3776  -0.074
H 0.7029 3.3256 -3.1626  0.092
C 2.6698 2.7989 -1.3355  -0.059
H -0.7936 -0.7114 3.4851  0.101
C 1.1618 2.7151 -1.1452  -0.686
C 0.7851 3.0831 0.2865  -0.046
C -0.8385 -1.5287 -2.3746  -0.672
C -1.6377 -1.0297 2.8734  -0.001
C -1.2112 -2.9837 -2.1310  -0.023
H -2.7554 -0.8722 -3.1013  0.102
H 3.5385 -1.1592 3.0430  0.097
H 1.0824 4.1071 0.5158  0.101
H -1.6666 -3.1001 -1.1461  0.084
H -1.7769 0.4253 -2.4096  0.084
H -2.5970 -0.7631 -1.3558  0.071
C 3.0283 -0.4688 2.3707  -0.022
H 1.8812 -3.0342 2.2690  0.103
Pd -0.3767 0.2535 0.2069  1.129
O 0.0898 -1.1631 -1.3185  -0.399
H -2.5782 -0.8762 3.3996  0.111
H 1.2896 2.4230 0.9984  0.073
H -0.8042 -1.6687 -4.5197  0.102
C 1.3648 -2.2380 1.7326  -0.030
H 0.7006 4.6520 -1.9920  0.096
H 3.7585 0.2454 1.9906  0.092
C 0.4362 3.6050 -2.1435  -0.024
H 2.9784 -2.4978 -0.4365  0.075
H 0.6790 -1.7653 2.4349  0.042
O -2.3922 0.4628 1.0690  0.107
H 2.9535 2.5061 -2.3478  0.087
O 0.7052 1.3636 -1.3945  -0.434



> Which formula does entry 1 have?

C5H10HgO3